Formula: C26H32F5IN8OSTc
Source: the Open Molecules 2025 dataset
Level of theory: ωB97M-V/def2-TZVPD

Properties
E_tot: -2798.716305 Ha
charge: +2
2S+1: 4
LUMO (spin up / spin down): -6.287 / -7.038 eV
frontier orbital gap (spin up / spin down): 6.85 / 6.10 eV

Last column: Mulliken spin population.
Geometry (Å):
H: 2.540 -5.063 -0.467  0.000
C: -2.717 -1.609 -3.380  0.000
H: -1.682 -2.451 2.438  0.002
H: -2.585 1.103 -0.661  0.001
C: -0.310 0.700 5.252  -0.002
C: 2.456 0.782 -4.630  0.001
C: 0.536 3.468 2.552  -0.039
H: -0.908 0.488 6.132  0.000
F: 0.416 5.714 3.213  -0.001
H: -2.161 -4.460 0.284  0.000
H: -0.945 -4.968 1.466  0.001
H: 1.986 0.199 -2.605  -0.002
N: 2.503 0.445 2.204  0.203
F: -2.257 5.513 3.459  0.005
H: 2.457 4.028 -0.344  -0.001
C: -3.665 -0.564 -1.461  -0.001
H: 1.281 4.475 -1.532  -0.001
C: 0.463 -2.566 0.190  0.022
C: -0.070 1.952 -4.646  -0.001
F: 1.864 3.611 2.412  0.001
H: -1.060 2.402 -4.645  0.000
C: 1.645 0.706 -3.500  0.001
H: -2.762 -2.349 -4.172  0.000
H: 2.629 1.493 -6.649  0.000
H: 2.468 1.768 0.205  0.015
H: 1.763 -1.208 -0.126  0.016
H: 0.073 -1.644 6.208  -0.001
N: 0.928 -1.332 0.436  0.009
S: -0.604 2.610 -1.465  0.010
C: -1.577 0.257 -2.356  -0.007
C: 0.977 2.671 -0.676  0.003
Tc: 0.722 0.483 1.545  2.686
C: 2.002 1.440 -5.765  0.000
H: 1.735 -4.654 1.049  0.001
C: -2.209 3.275 2.806  -0.022
F: -3.519 3.179 2.918  -0.002
H: 1.083 -2.111 -2.234  0.000
N: 1.481 1.670 0.022  -0.047
H: 2.758 -2.381 -1.685  0.000
N: -0.468 1.184 -2.343  0.007
C: 1.772 -2.850 -1.834  0.000
C: 2.200 -4.236 0.155  -0.001
H: -4.465 -0.468 -0.733  0.000
C: -0.067 2.257 2.283  0.093
C: -1.099 -4.438 0.525  0.001
N: 1.231 -3.433 -0.600  0.002
H: 3.079 -3.651 0.457  0.001
H: 0.385 2.549 -6.654  0.000
C: 0.384 1.285 -3.515  0.001
H: -0.888 -0.765 -4.119  0.000
F: -2.039 1.014 2.188  -0.015
C: 0.739 2.029 -5.771  0.000
C: -1.563 4.470 3.079  0.043
H: -4.578 -2.219 -2.488  0.000
N: -0.683 -3.032 0.664  0.020
H: 1.891 -3.639 -2.576  0.001
H: -0.542 -4.923 -0.263  0.000
C: 0.025 -0.546 4.501  0.003
C: -3.732 -1.541 -2.439  0.001
O: 0.139 -0.629 3.239  0.037
N: 1.638 3.789 -0.883  0.031
C: -1.436 2.207 2.423  -0.118
H: -2.625 -2.382 0.946  -0.001
C: -0.185 4.569 2.954  -0.011
C: -2.592 0.323 -1.409  0.002
H: 3.444 0.329 -4.622  0.000
N: 0.158 -1.650 5.205  0.008
H: 2.828 -0.408 2.639  0.013
H: -0.805 1.413 4.615  0.002
H: 2.947 1.270 2.590  0.015
H: -1.423 -1.154 1.265  -0.023
C: -1.650 -0.714 -3.352  0.000
C: -1.647 -2.203 1.379  0.039
H: 0.415 -2.513 4.752  0.000
I: 1.477 1.636 5.951  0.003



Formula: C4H4N2O2
Source: the Open Molecules 2025 dataset
Level of theory: ωB97M-V/def2-TZVPD

Properties
E_tot: -414.682880 Ha
energy above the lowest of the compared OMol25 structures with the same formula, charge and spin: 428.7 kJ/mol
2S+1: 1
LUMO: -0.146 eV
frontier orbital gap: 9.86 eV

Last column: natural (NBO) charge in e.
Geometry (Å):
H: 1.974 -1.585 -1.051  0.225
N: 0.392 -1.315 0.146  -0.415
C: 0.514 1.183 0.145  0.658
O: -2.820 0.600 -0.476  -0.506
C: -0.475 -0.021 0.470  -0.276
O: 0.233 2.406 0.090  -0.536
H: -2.475 -1.266 0.340  0.168
C: -2.017 -0.397 -0.059  0.396
H: -0.954 -0.384 1.524  0.278
H: 2.384 1.080 -0.657  0.412
C: 1.506 -0.878 -0.247  0.223
N: 1.739 0.577 -0.226  -0.628



Formula: C2H4N2O2
Source: the Open Molecules 2025 dataset
Level of theory: ωB97M-V/def2-TZVPD

Properties
E_tot: -338.617225 Ha
energy above the lowest of the compared OMol25 structures with the same formula, charge and spin: 94.4 kJ/mol
2S+1: 1
LUMO: 0.836 eV
frontier orbital gap: 11.22 eV

Last column: natural (NBO) charge in e.
Geometry (Å):
H: -1.037 2.151 -0.775  0.363
N: -0.517 1.321 -0.539  -0.738
O: -0.878 -0.763 0.350  -0.508
N: 1.407 -0.433 -0.175  -0.849
H: 1.172 0.360 -0.759  0.439
C: 0.482 -1.037 0.611  0.882
O: 0.703 -1.839 1.480  -0.590
H: 2.368 -0.697 -0.015  0.410
C: -1.304 0.425 -0.115  0.426
H: -2.396 0.512 -0.063  0.167



Formula: C41H62F9N10O28PS
Source: the Open Molecules 2025 dataset
Level of theory: ωB97M-V/def2-TZVPD

Properties
E_tot: -5890.553279 Ha
2S+1: 1
LUMO: -1.433 eV
frontier orbital gap: 6.42 eV

Last column: Löwdin charge in e.
Geometry (Å):
H: 4.809 -4.967 -0.899  0.094
H: -1.375 0.043 -3.121  0.114
C: -0.729 -2.853 1.296  -0.104
C: 4.426 2.043 0.037  -0.183
H: 5.867 5.386 3.448  0.096
H: 0.324 -4.438 5.030  0.136
F: -2.201 2.220 5.400  0.101
F: -4.595 1.003 4.068  0.063
H: 5.210 2.383 -0.733  0.107
C: -1.010 0.918 -2.489  -0.163
C: -4.539 -2.671 -9.105  0.049
H: -1.783 -6.429 -1.705  0.105
O: -6.902 1.460 2.001  -0.308
S: -5.725 2.425 1.968  0.798
H: 9.990 2.514 3.054  0.094
H: -5.828 -3.572 8.472  0.102
O: 6.221 -4.317 1.888  0.073
N: -2.327 5.513 -4.989  -0.414
C: -5.903 -4.186 7.575  0.048
C: -1.951 -1.954 0.963  0.021
H: -2.269 3.477 -2.040  0.102
H: -1.018 -6.893 5.481  0.150
O: -3.539 2.901 -6.194  0.060
C: -3.062 5.950 -1.221  -0.305
C: 5.253 1.175 1.163  -0.199
H: 5.830 6.829 2.385  0.100
C: -2.729 2.692 -1.331  0.025
O: 0.272 0.126 -7.283  0.048
C: -0.761 -4.673 5.345  -0.135
H: 1.334 2.303 -5.503  0.101
F: -2.008 1.697 3.086  0.082
O: -6.323 3.794 1.883  -0.325
C: -4.451 2.007 0.722  -0.177
C: 5.001 -5.211 0.145  0.042
C: -2.272 2.701 4.072  -0.191
F: -1.357 5.026 4.508  0.110
H: 4.015 0.032 -0.867  0.077
O: -1.380 4.776 -4.771  0.052
O: 4.833 5.448 0.427  0.056
H: -3.278 -5.668 5.661  0.059
C: -3.822 3.057 -0.280  -0.248
H: 4.934 0.067 1.108  0.108
H: 8.017 -1.376 -2.432  0.106
C: -2.742 0.203 -0.457  0.027
O: 5.412 -0.138 -3.273  0.066
H: -3.209 -5.394 3.791  0.083
C: -2.161 1.250 -1.438  -0.072
H: -3.403 7.040 -1.370  0.062
O: -2.442 -6.803 1.206  0.041
H: -3.467 6.509 -6.452  0.099
H: -2.036 5.986 -0.704  0.056
H: 0.440 -0.608 -1.653  0.104
F: -4.000 4.107 5.102  0.079
H: 0.943 2.429 -0.661  0.126
C: 2.101 0.645 0.145  -0.196
N: -3.629 -1.642 -8.538  -0.422
C: -1.072 3.785 3.908  -0.306
C: 5.341 5.888 2.638  0.050
H: 9.048 1.446 4.269  0.090
H: 1.221 0.782 -2.592  0.107
O: -1.879 -1.898 -1.567  0.048
O: -3.302 -1.778 -7.368  0.044
O: -1.679 -3.561 5.173  -0.100
C: -0.642 -3.406 2.748  0.077
O: 5.963 3.954 1.530  0.053
H: -3.379 -0.068 -5.755  0.101
H: 2.200 0.849 1.267  0.114
H: 3.163 1.417 -1.755  0.100
H: -5.884 4.069 -1.586  0.052
H: 7.103 -1.704 -3.938  0.094
N: 5.384 5.022 1.431  -0.416
H: -3.516 0.783 -7.325  0.084
H: -0.842 1.876 -3.107  0.098
H: -1.718 6.348 -6.806  0.103
C: 7.066 -1.705 -2.850  0.049
H: -3.719 -1.939 4.264  0.121
C: -3.058 -1.609 2.031  -0.015
H: -5.456 -2.657 -8.518  0.104
O: -3.655 -4.718 7.636  0.040
C: -2.933 -2.167 3.461  0.085
H: 2.570 1.997 -6.774  0.103
H: 3.912 2.962 0.473  0.090
N: -2.927 1.972 -5.689  -0.386
H: -4.034 -3.633 -9.029  0.103
F: -3.603 4.347 2.873  0.061
N: 1.345 -3.741 0.720  -0.019
C: 1.729 1.583 -6.219  0.051
F: 0.110 3.298 4.532  0.093
H: -2.594 -5.254 -0.622  0.101
C: -1.300 -6.067 4.718  -0.344
H: 6.786 -2.688 -2.473  0.083
C: -2.138 -1.298 -0.498  -0.237
F: -0.774 4.051 2.538  0.086
C: 0.403 0.528 -1.817  -0.183
N: 5.909 -4.184 0.718  -0.434
O: -3.065 5.996 -4.143  0.035
C: -1.703 -5.859 -0.781  0.057
O: -5.086 -6.353 7.614  0.070
H: -5.783 -3.587 6.673  0.101
H: 6.732 0.698 3.090  0.120
C: -1.717 -3.098 3.839  -0.143
C: 0.736 1.311 -0.458  -0.186
O: -0.659 -6.427 3.476  -0.095
H: 5.500 -6.176 0.230  0.102
H: 0.264 -4.074 2.980  0.095
H: -4.742 -2.424 -10.145  0.097
H: -1.344 -6.507 2.760  0.046
O: -3.274 -0.738 -9.276  0.078
O: 2.217 -2.986 0.998  0.103
O: -0.625 -7.587 0.306  0.088
P: -4.336 4.912 -0.271  0.893
C: -3.725 3.377 3.894  -0.215
C: -2.915 -6.088 4.653  -0.031
N: -4.790 -5.170 7.612  -0.446
C: -2.602 5.850 -6.410  0.044
C: -3.860 0.548 0.598  0.011
H: -0.701 -4.860 6.485  0.144
H: 4.077 -5.192 0.722  0.087
C: 9.033 2.429 3.674  -0.124
O: 5.862 -0.626 -1.203  0.016
O: 6.276 -3.283 -0.021  0.045
H: -0.049 1.171 0.371  0.103
H: -3.345 -7.122 4.440  0.098
H: 8.934 3.297 4.426  0.095
C: 7.544 1.112 2.400  -0.212
H: -2.854 5.554 -2.292  0.001
H: 7.221 2.148 0.356  0.109
H: -2.801 4.918 -6.935  0.077
N: 6.026 -0.742 -2.406  -0.402
H: 1.951 -0.497 0.036  0.082
C: 6.863 1.215 0.916  -0.160
N: 0.649 1.286 -7.196  -0.437
H: -6.848 -4.727 7.556  0.097
O: -5.433 -1.032 1.833  0.084
H: 2.014 0.659 -5.719  0.096
F: -5.972 2.741 4.581  0.051
O: 7.857 2.483 2.807  -0.262
H: -0.808 -5.237 -0.775  0.086
H: 4.974 1.611 2.190  0.105
C: 3.413 1.014 -0.705  -0.215
H: 7.223 0.310 0.304  0.091
O: -5.779 4.974 -1.206  -0.335
O: -2.306 2.013 -4.638  0.029
H: 8.474 0.448 2.413  0.116
O: 0.217 2.225 -7.843  0.066
C: -2.932 0.674 -6.414  0.032
H: -1.898 0.425 -6.645  0.074
C: -4.280 -0.682 1.516  -0.268
N: -1.579 -6.832 0.337  -0.420
H: 4.294 6.043 2.894  0.100
C: -4.926 2.325 3.686  -0.310
O: 0.230 -3.085 0.261  -0.085